[1]
This record from the OMol25 dataset describes a 2-piece molecular cluster, FHN2O3 overall at a distorted geometry. The level of theory is ωB97M-V with the def2-TZVPD basis set.

Each line ends with the Mulliken charge.
Cartesian coordinates (Å):
O (-1.50135, 1.26456, 0.37199)  -0.201
N (-0.87226, 0.38857, 0.87872)  0.190
N (-0.85324, -1.06330, 0.22918)  0.986
O (-0.78498, -1.83051, 1.12464)  -0.494
O (-0.94803, -1.19954, -0.93794)  -0.486
F (2.06773, 1.07162, -0.65403)  -0.381
H (2.89213, 1.36861, -1.01257)  0.386

Values from the calculation:
- Energy relative to the best compared isomer or geometry (same formula, charge and spin): 7.71 kcal/mol
- E_HOMO: -10.4 eV
- Net charge: 0
- Total energy: -11850.41063 eV
- Structure (SMILES): O=N[N+](=O)[O-].F

[2]
This record from the OMol25 dataset describes FI2P in the gas phase at a distorted geometry. The level of theory is ωB97M-V with the def2-TZVPD basis set.

Each line ends with the Mulliken charge.
Cartesian coordinates (Å):
F (0.83501, -0.94470, 2.36062)  -0.528
P (0.21318, -0.18119, -1.37232)  -0.049
I (-0.48740, 1.98087, -1.74097)  0.079
I (-0.56080, -0.85498, 0.75267)  0.498

Values from the calculation:
- Energy relative to the best compared isomer or geometry (same formula, charge and spin): 70.63 kcal/mol
- E_HOMO (alpha / beta): -9.1 / -9.0 eV
- Net charge: 0
- Total energy: -28205.77985 eV

[3]
This record from the OMol25 dataset describes a 2-piece molecular cluster, FNO2 overall at a distorted geometry. The level of theory is ωB97M-V with the def2-TZVPD basis set.

Each line ends with the Mulliken charge.
Cartesian coordinates (Å):
N (-0.09112, -0.19761, 0.02927)  0.597
O (-0.62189, -0.93150, 0.72486)  -0.252
O (1.25927, 1.12889, 0.48636)  -0.224
F (-0.54625, 0.00023, -1.24049)  -0.120

Values from the calculation:
- Energy relative to the best compared isomer or geometry (same formula, charge and spin): 91.97 kcal/mol
- E_HOMO (alpha / beta): -11.7 / -11.7 eV
- Net charge: 0
- Total energy: -8294.09679 eV

[4]
This record from the OMol25 dataset describes a 2-piece molecular cluster, FNO2 overall at a distorted geometry. The level of theory is ωB97M-V with the def2-TZVPD basis set.

Each line ends with the Mulliken charge.
Cartesian coordinates (Å):
N (-1.26188, -0.13534, -0.39156)  0.199
O (-1.39043, 0.23374, 0.64847)  -0.153
O (1.34939, -0.55004, -0.60639)  -0.005
F (1.30293, 0.45164, 0.34948)  -0.042

Values from the calculation:
- Energy relative to the best compared isomer or geometry (same formula, charge and spin): 78.32 kcal/mol
- E_HOMO (alpha / beta): -12.7 / -8.2 eV
- Net charge: 0
- Total energy: -8294.68882 eV

[5]
This record from the OMol25 dataset describes a 2-piece molecular cluster, FNO2 overall at a distorted geometry. The level of theory is ωB97M-V with the def2-TZVPD basis set.

Each line ends with the Mulliken charge.
Cartesian coordinates (Å):
N (-0.18184, -0.16718, 0.06047)  0.603
O (-0.89680, -1.05805, -0.02809)  -0.277
O (1.68012, 0.07086, -0.01373)  -0.160
F (-0.60148, 1.15436, -0.01865)  -0.166

Values from the calculation:
- Energy relative to the best compared isomer or geometry (same formula, charge and spin): 11.51 kcal/mol
- E_HOMO (alpha / beta): -10.7 / -11.3 eV
- Net charge: 0
- Total energy: -8294.26173 eV
- Expectation value of S²: 2.019
- 2S+1: 3

[6]
This record from the OMol25 dataset describes FNO4S in the gas phase at a distorted geometry. The level of theory is ωB97M-V with the def2-TZVPD basis set.

Each line ends with the Mulliken charge.
Cartesian coordinates (Å):
O (-1.51070, -0.62687, -1.03663)  -0.458
N (-1.13081, -0.03812, -0.09736)  0.912
O (-1.55124, 0.69800, 0.76171)  -0.437
S (0.76192, -0.01133, -0.05602)  1.137
O (1.42370, -0.97143, -0.94814)  -0.464
O (0.91946, 1.43586, -0.11086)  -0.476
F (1.08767, -0.48611, 1.48730)  -0.215

Values from the calculation:
- Energy relative to the best compared isomer or geometry (same formula, charge and spin): 27.66 kcal/mol
- E_HOMO: -12.0 eV
- Net charge: 0
- Total energy: -23228.02677 eV
- Structure (SMILES): O=[N+]([O-])S(=O)(=O)F

[7]
This record from the OMol25 dataset describes FNO4S as an isolated structure at a distorted geometry. The level of theory is ωB97M-V with the def2-TZVPD basis set.

Each line ends with the Mulliken charge.
Cartesian coordinates (Å):
N (-1.10064, -0.06713, -0.22032)  0.981
O (-1.57973, -1.03483, 0.13370)  -0.427
O (-1.41328, 0.86878, -0.81874)  -0.427
O (1.41122, -1.31923, -0.23673)  -0.379
O (1.37629, 1.17068, -0.70931)  -0.392
F (0.96940, 0.45982, 1.97920)  -0.450
S (0.96595, -0.01257, -0.01212)  1.094

Values from the calculation:
- Energy relative to the best compared isomer or geometry (same formula, charge and spin): 58.72 kcal/mol
- E_HOMO: -11.8 eV
- Net charge: 0
- Total energy: -23226.68019 eV

[8]
This record from the OMol25 dataset describes Fe2N9O27 as an isolated structure at a distorted geometry. The level of theory is ωB97M-V with the def2-TZVPD basis set.

Each line ends with the Mulliken charge.
Cartesian coordinates (Å):
Fe (3.01380, 4.80479, -1.38831)  0.816
Fe (-4.52467, -4.86768, 0.93605)  0.788
N (5.29274, 5.79526, -1.21219)  1.301
O (4.50269, 6.22188, -2.05853)  -0.569
O (6.48027, 6.01331, -1.26238)  -0.756
O (4.71764, 5.08907, -0.23314)  -0.554
N (-5.65787, -5.17506, 3.33263)  1.152
O (-4.70184, -4.41395, 3.60312)  -0.488
O (-5.86201, -5.61411, 2.19247)  -0.517
O (-6.60639, -5.42900, 4.25267)  -0.753
N (-2.41926, -6.01861, 3.17198)  0.913
O (-2.90752, -6.83603, 3.92417)  -0.644
O (-1.20635, -5.88409, 3.39690)  -0.634
O (-2.89253, -5.29454, 2.14743)  -0.419
N (-4.77839, -1.85474, -0.16486)  0.864
O (-3.58714, -1.35961, -0.36353)  -0.559
O (-4.96357, -2.76463, 0.73778)  -0.553
O (-5.76571, -1.35465, -0.73213)  -0.591
N (2.22311, 3.17605, 0.39253)  1.293
O (1.85925, 2.27191, 1.21994)  -0.701
O (2.42483, 4.35172, 0.62315)  -0.630
O (2.50214, 2.74362, -0.75094)  -0.566
N (1.37911, 6.95581, -1.04326)  1.231
O (1.25780, 5.84030, -1.63473)  -0.675
O (2.45519, 7.06607, -0.32064)  -0.587
O (0.51551, 7.75709, -1.20581)  -0.757
N (5.21623, 0.78616, -0.22068)  0.989
O (4.79972, 0.05012, -1.11956)  -0.647
O (4.61238, 0.67548, 0.85250)  -0.656
O (6.12486, 1.62191, -0.42490)  -0.690
N (4.04175, 2.65841, -3.10419)  1.140
O (4.89048, 1.97064, -3.50237)  -0.628
O (4.26916, 3.88689, -2.76297)  -0.676
O (2.80707, 2.40655, -3.21326)  -0.677
N (-4.97243, -6.36790, -1.02237)  1.315
O (-4.14671, -6.52660, -0.06089)  -0.577
O (-5.20127, -7.31361, -1.78526)  -0.653
O (-5.19204, -5.06822, -1.19640)  -0.643

Values from the calculation:
- E_HOMO (alpha / beta): 4.0 / 4.0 eV
- Net charge: -5
- Total energy: -137430.76969 eV
- Expectation value of S²: 20.019
- 2S+1: 9

Copy entry 6 word for word.
This record from the OMol25 dataset describes FNO4S in the gas phase at a distorted geometry. The level of theory is ωB97M-V with the def2-TZVPD basis set.

Each line ends with the Mulliken charge.
Cartesian coordinates (Å):
O (-1.51070, -0.62687, -1.03663)  -0.458
N (-1.13081, -0.03812, -0.09736)  0.912
O (-1.55124, 0.69800, 0.76171)  -0.437
S (0.76192, -0.01133, -0.05602)  1.137
O (1.42370, -0.97143, -0.94814)  -0.464
O (0.91946, 1.43586, -0.11086)  -0.476
F (1.08767, -0.48611, 1.48730)  -0.215

Values from the calculation:
- Energy relative to the best compared isomer or geometry (same formula, charge and spin): 27.66 kcal/mol
- E_HOMO: -12.0 eV
- Net charge: 0
- Total energy: -23228.02677 eV
- Structure (SMILES): O=[N+]([O-])S(=O)(=O)F

- net charge of number 4 (FNO2)?
  0